# 1
ORCA calculation (ωB97M-V with the def2-TZVPD basis set) on a cluster of 8 separate species, C38H43F6N3O4 in total in a non-equilibrium geometry.

The value obtained for the LUMO energy is 0.5 eV. For the energy above the lowest of the compared OMol25 structures with the same formula, charge and spin, the calculation gives 0.000 eV. Its SMILES is CCOC(=O)C(F)(F)F.CCOC(=O)C(F)(F)F.c1cc[nH]c1.c1cc[nH]c1.c1cc[nH]c1.c1ccccc1.c1ccccc1.c1ccccc1.

Each line ends with the Löwdin charge.
Element x y z (Å)
C (-2.79229, -2.95294, 0.09612)  -0.0318
C (-2.52465, -1.88197, -0.95866)  -0.1794
O (-1.87651, -2.47559, -2.09272)  0.0293
C (-2.61556, -2.75307, -3.15074)  -0.4089
O (-3.72394, -2.36356, -3.36336)  0.1675
C (-1.88102, -3.67280, -4.14469)  -0.5475
F (-0.86706, -4.30065, -3.58535)  0.1933
F (-2.74946, -4.46735, -4.74708)  0.1879
F (-1.36427, -2.89437, -5.13507)  0.1302
H (-3.60800, -2.81582, 0.80434)  0.0827
H (-1.90346, -3.13030, 0.69975)  0.0553
H (-3.02891, -3.85586, -0.47355)  0.0864
H (-1.77348, -1.20086, -0.56330)  0.0905
H (-3.40767, -1.31189, -1.23432)  0.1249
C (-1.55139, 1.33043, -4.39109)  -0.0557
C (-0.95880, 0.12694, -5.13283)  -0.1965
O (0.14812, 0.63102, -5.88293)  0.0390
C (0.74024, -0.17312, -6.73078)  -0.4105
O (0.42193, -1.29812, -6.93328)  0.1852
C (1.91060, 0.47497, -7.49133)  -0.5780
F (2.20516, 1.67902, -7.02288)  0.1662
F (2.93752, -0.34424, -7.45202)  0.1917
F (1.57414, 0.64555, -8.77045)  0.1729
H (-0.75030, 1.95939, -4.00934)  0.0709
H (-2.26208, 1.00429, -3.63344)  0.0788
H (-2.14176, 1.90258, -5.11001)  0.0813
H (-1.72794, -0.26660, -5.79442)  0.1324
H (-0.61284, -0.61383, -4.41262)  0.1159
C (3.69295, 1.35966, -2.23974)  -0.1365
C (4.43489, 0.56451, -3.13567)  -0.1060
C (4.28833, 1.14916, -4.36752)  -0.1408
N (3.47645, 2.25194, -4.23907)  0.0165
C (2.99631, 2.30185, -2.94483)  -0.1287
H (3.69273, 1.08611, -1.19376)  0.0840
H (5.07039, -0.26924, -2.89265)  0.0933
H (4.67686, 0.85674, -5.33008)  0.1039
H (3.18338, 2.84848, -4.98797)  0.1309
H (2.33849, 3.07304, -2.58251)  0.1061
C (-3.46671, 5.49436, 1.19607)  -0.1153
C (-2.66370, 4.44414, 0.67686)  -0.1164
C (-1.40503, 4.57605, 1.22607)  -0.1386
N (-1.50073, 5.52740, 2.20817)  0.0152
C (-2.76064, 6.04741, 2.23232)  -0.1581
H (-4.52409, 5.58312, 1.00392)  0.0907
H (-2.97272, 3.72394, -0.06490)  0.0797
H (-0.49699, 4.02539, 1.05014)  0.1000
H (-0.79918, 5.75934, 2.88602)  0.1464
H (-3.12423, 6.73995, 2.97302)  0.1095
C (4.21217, -1.21008, 1.33186)  -0.1179
C (4.80211, -0.28700, 2.21517)  -0.1101
C (5.08301, -0.94498, 3.38270)  -0.1284
N (4.65362, -2.24813, 3.23088)  0.0013
C (4.04325, -2.40143, 2.01646)  -0.1414
H (3.86274, -0.88769, 0.36462)  0.0739
H (5.05700, 0.75591, 2.11452)  0.0944
H (5.52115, -0.72249, 4.34136)  0.1052
H (4.49453, -2.91864, 3.96135)  0.1418
H (3.54451, -3.30187, 1.70413)  0.0956
C (-2.27811, 4.27380, 6.87181)  -0.0926
C (-3.23723, 4.32994, 5.86731)  -0.1004
C (-3.12017, 3.57732, 4.69368)  -0.0950
C (-2.00321, 2.78590, 4.52499)  -0.0881
C (-0.98425, 2.80104, 5.50679)  -0.0983
C (-1.11876, 3.51660, 6.67442)  -0.0981
H (-2.56110, 4.83530, 7.75224)  0.0980
H (-4.13679, 4.88594, 6.09937)  0.0987
H (-3.80617, 3.77809, 3.87968)  0.0975
H (-1.74473, 2.23924, 3.62945)  0.0748
H (-0.15454, 2.13508, 5.30563)  0.0977
H (-0.25196, 3.54127, 7.32336)  0.0993
C (-0.57830, -4.18555, 3.05020)  -0.1084
C (-1.44284, -5.23306, 3.34712)  -0.0998
C (-0.98655, -6.53723, 3.39284)  -0.0918
C (0.33789, -6.80766, 3.06466)  -0.0921
C (1.21067, -5.77699, 2.73789)  -0.0886
C (0.73837, -4.46008, 2.71292)  -0.0913
H (-0.95328, -3.17435, 2.95390)  0.0922
H (-2.44919, -5.00389, 3.67860)  0.1026
H (-1.68755, -7.26072, 3.78835)  0.1020
H (0.76827, -7.80117, 3.05183)  0.1005
H (2.20803, -5.97949, 2.37147)  0.0970
H (1.29896, -3.58377, 2.40787)  0.0743
C (1.05624, -0.34983, -0.90995)  -0.0834
C (1.02062, -0.66394, 0.43588)  -0.1106
C (0.20403, -0.04013, 1.34691)  -0.0743
C (-0.66746, 0.95177, 0.86865)  -0.0989
C (-0.73855, 1.23047, -0.48931)  -0.0956
C (0.16665, 0.61380, -1.35137)  -0.0941
H (1.77072, -0.84928, -1.54749)  0.1096
H (1.60319, -1.51782, 0.76621)  0.0802
H (0.06115, -0.31239, 2.38430)  0.1019
H (-1.36081, 1.40958, 1.56318)  0.0797
H (-1.54431, 1.85182, -0.85799)  0.0947
H (0.13381, 0.82217, -2.41631)  0.0767

# 2
ORCA calculation (ωB97M-V with the def2-TZVPD basis set) on a cluster of 8 separate species, C38H43F6N3O4 in total in a non-equilibrium geometry.

The value obtained for the LUMO energy (alpha / beta) is -3.4 / -7.6 eV. As for the expectation value of S²: 0.763. As for the net charge: +1. As for the spin multiplicity: 2.

Each line ends with the Löwdin charge.
Element x y z (Å)
N (3.02840, -6.96039, 2.97087)  0.0200
C (2.55227, -5.67304, 3.23967)  -0.1358
C (3.62596, -4.90360, 3.30882)  -0.1564
C (4.73658, -5.66449, 3.07618)  -0.1245
C (4.31599, -6.87795, 2.74135)  -0.1767
H (2.36839, -7.71859, 2.87283)  0.1529
H (1.50589, -5.40582, 3.24895)  0.0982
H (3.71616, -3.83519, 3.43827)  0.1006
H (5.75983, -5.34325, 3.20327)  0.1068
H (4.81461, -7.76667, 2.38363)  0.1234
N (-5.21292, -0.08426, -5.67132)  0.0232
C (-4.53205, 0.25881, -4.52205)  -0.1548
C (-5.27434, -0.06756, -3.40646)  -0.1285
C (-6.45726, -0.59315, -3.89868)  -0.1357
C (-6.43529, -0.56971, -5.28115)  -0.1243
H (-4.84022, 0.14927, -6.58053)  0.1513
H (-3.58976, 0.78635, -4.50835)  0.0937
H (-5.08651, 0.02180, -2.34668)  0.0848
H (-7.30350, -0.91671, -3.31081)  0.0928
H (-7.17740, -0.86177, -6.00941)  0.1086
N (-2.62407, -1.63937, 3.56890)  0.1017
C (-3.03350, -1.30484, 4.84029)  0.0555
C (-4.29180, -1.86426, 5.01088)  0.0005
C (-4.60638, -2.55559, 3.84177)  0.0127
C (-3.56637, -2.39007, 2.91100)  0.0738
H (-1.70193, -1.37788, 3.25051)  0.1318
H (-2.45935, -0.68023, 5.50858)  0.1553
H (-4.96283, -1.69658, 5.84034)  0.1318
H (-5.57858, -3.01798, 3.75565)  0.1301
H (-3.49907, -2.53482, 1.84286)  0.1550
C (1.95888, 3.90702, 5.33414)  -0.0890
C (2.96540, 3.53717, 4.45892)  -0.0546
C (2.71331, 2.45330, 3.56192)  -0.0728
C (1.44149, 1.94556, 3.42987)  -0.1028
C (0.37757, 2.41091, 4.22022)  -0.1109
C (0.67537, 3.44873, 5.11269)  -0.1003
H (2.12720, 4.64044, 6.10884)  0.1060
H (3.99157, 3.87362, 4.47181)  0.1023
H (3.50941, 2.05062, 2.95325)  0.0972
H (1.24320, 1.15162, 2.72507)  0.0800
H (-0.58463, 1.92044, 4.21791)  0.0836
H (-0.11913, 3.80389, 5.75224)  0.0990
C (1.83064, -1.67845, -4.64639)  -0.0955
C (2.14896, -1.29690, -5.93692)  -0.0965
C (1.19178, -0.72007, -6.74369)  -0.0844
C (-0.09323, -0.50652, -6.24731)  -0.0847
C (-0.39837, -0.74525, -4.91469)  -0.0919
C (0.56552, -1.37265, -4.14798)  -0.1108
H (2.62694, -2.14636, -4.08658)  0.1056
H (3.14572, -1.45112, -6.32305)  0.1066
H (1.52916, -0.44973, -7.73338)  0.1045
H (-0.83056, -0.04448, -6.88705)  0.0965
H (-1.31384, -0.43770, -4.43124)  0.0773
H (0.35143, -1.55805, -3.10578)  0.0856
C (2.95103, 1.03016, -2.72175)  -0.0833
C (3.18298, 0.15290, -1.63329)  -0.0752
C (4.14684, 0.49448, -0.68584)  -0.0865
C (4.78980, 1.69389, -0.81616)  -0.1179
C (4.66531, 2.45476, -1.91935)  -0.1172
C (3.80364, 2.09204, -2.90104)  -0.1036
H (2.16293, 0.86091, -3.44054)  0.0891
H (2.55351, -0.72291, -1.57740)  0.0782
H (4.36481, -0.23653, 0.07870)  0.1018
H (5.39591, 2.09232, -0.01598)  0.1075
H (5.18800, 3.39939, -1.88967)  0.1153
H (3.70062, 2.79093, -3.71795)  0.1110
C (-1.97652, 0.45177, -1.08740)  -0.0381
C (-0.49380, 0.53610, -0.80541)  -0.1866
O (0.05090, -0.73968, -0.50306)  0.0524
C (0.11679, -1.20423, 0.69287)  -0.4142
O (-0.38699, -0.71124, 1.65292)  0.1203
C (0.79199, -2.59144, 0.85367)  -0.5507
F (1.55872, -2.97221, -0.23762)  0.1368
F (1.62350, -2.49182, 1.85422)  0.1900
F (-0.12151, -3.44609, 1.20854)  0.1993
H (-2.18462, -0.02111, -2.04719)  0.0664
H (-2.50246, 1.40519, -1.13714)  0.0851
H (-2.49471, -0.12876, -0.32414)  0.0732
H (-0.31475, 1.25075, -0.00210)  0.1134
H (0.04784, 0.82880, -1.70489)  0.1139
C (-2.90613, 2.75703, 1.99138)  -0.0653
C (-1.76783, 3.77674, 1.81716)  -0.2073
O (-1.15246, 3.59397, 0.52794)  -0.0338
C (0.00533, 4.37003, 0.23118)  -0.2152
O (0.49601, 5.15592, 1.10326)  0.1192
C (0.46250, 4.16531, -1.20890)  -0.5944
F (1.78860, 3.89750, -1.14859)  0.1615
F (-0.24483, 3.19808, -1.74203)  0.1843
F (0.38370, 5.22390, -1.95469)  0.2235
H (-3.46463, 3.03562, 2.88501)  0.0791
H (-2.48310, 1.76651, 2.15879)  0.0517
H (-3.59901, 2.72119, 1.15071)  0.0773
H (-1.15588, 3.65614, 2.71107)  0.0906
H (-2.22675, 4.76509, 1.84316)  0.1306

# 3
ORCA calculation (ωB97M-V with the def2-TZVPD basis set) on a structure of composition C38H43F9HoN5O7PS in a non-equilibrium geometry.

The value obtained for the LUMO energy (alpha / beta) is -7.8 / -8.0 eV. As for the expectation value of S²: 6.004. As for the net charge: +3. As for the spin multiplicity: 5.

Each line ends with the Löwdin charge.
Element x y z (Å)
Ho (0.09240, 1.24489, 0.53310)  1.7107
C (3.67695, 1.64965, -1.42378)  0.0009
N (3.05343, 2.79705, -2.06042)  -0.0862
C (3.83931, 3.58842, -3.02372)  0.0290
C (1.79695, 3.06054, -1.74877)  -0.3945
C (0.98627, 4.14673, -2.32391)  0.0512
O (1.22493, 2.29951, -0.87012)  -0.2319
H (4.72405, 1.57473, -1.77085)  0.1209
H (3.20412, 0.70529, -1.65350)  0.0847
H (3.71092, 1.77488, -0.33130)  0.0984
H (4.36829, 2.90878, -3.70473)  0.1170
H (4.56494, 4.17512, -2.46947)  0.1133
H (3.20370, 4.26955, -3.58636)  0.0892
H (1.49834, 4.88160, -2.93666)  0.0914
H (0.49839, 4.68637, -1.51546)  0.1089
H (0.21609, 3.65795, -2.93226)  0.1196
O (-0.41496, 2.65859, 2.40586)  -0.1198
C (0.76891, 2.47433, 2.85116)  -0.5777
O (1.63054, 1.88535, 2.15520)  -0.0729
C (1.13059, 2.95019, 4.23949)  -0.1462
N (-0.15505, 3.37480, 4.92630)  0.1161
C (-0.04384, 4.86065, 5.22505)  -0.0706
C (1.03653, 5.30625, 4.27898)  -0.1442
C (2.03863, 4.17393, 4.28437)  -0.0896
H (1.51956, 2.08486, 4.75885)  0.1746
H (-0.32230, 2.90802, 5.83296)  0.1988
H (-0.94834, 3.15482, 4.28347)  0.1664
H (0.25764, 4.95869, 6.26467)  0.1470
H (-0.99910, 5.35672, 5.06543)  0.1464
H (1.46827, 6.23354, 4.55606)  0.1257
H (0.60280, 5.45747, 3.26486)  0.1427
H (2.67536, 4.12770, 5.20429)  0.1572
H (2.71399, 4.17393, 3.43023)  0.1358
F (-8.67339, 2.55753, -2.88381)  0.1718
C (-8.46597, 1.46788, -2.15202)  -0.6158
F (-8.84120, 0.41980, -2.90586)  0.1609
F (-9.24189, 1.45728, -1.09076)  0.1849
C (-7.01065, 1.32687, -1.72491)  -0.0797
C (-6.01771, 2.10543, -2.24692)  0.0107
C (-4.70952, 1.92516, -1.83128)  -0.0735
C (-4.41078, 0.92928, -0.91530)  -0.3596
C (-5.41232, 0.12657, -0.38024)  -0.0612
C (-6.72601, 0.31832, -0.78618)  0.0286
P (-2.64498, 0.64878, -0.55564)  1.0563
C (-1.98415, -0.56333, -1.76884)  -0.3825
C (-0.83539, -0.20515, -2.46398)  -0.1233
C (-0.23467, -1.08529, -3.35452)  0.0091
C (-0.78748, -2.31808, -3.56968)  -0.0787
C (-1.95751, -2.72435, -2.89398)  0.0514
C (-2.55688, -1.83140, -2.01010)  -0.0503
C (-0.17732, -3.28514, -4.58401)  -0.5861
F (-0.92392, -3.33907, -5.69140)  0.1756
F (-0.07296, -4.54220, -4.11628)  0.1554
F (1.04511, -2.87735, -4.95016)  0.1363
C (-2.61269, -0.23127, 1.08603)  -0.3870
C (-2.63090, -1.59051, 1.36639)  -0.0694
C (-2.46985, -2.03936, 2.67161)  0.0439
C (-2.25577, -1.12915, 3.69069)  -0.0889
C (-2.27346, 0.24096, 3.47380)  0.0046
C (-2.45245, 0.68165, 2.17521)  -0.1500
C (-1.96557, -1.64172, 5.07744)  -0.5890
F (-1.22225, -0.72694, 5.77878)  0.1074
F (-1.24254, -2.74914, 5.01319)  0.1749
F (-3.05520, -1.88958, 5.78844)  0.1979
H (-6.25642, 2.87882, -2.95165)  0.1320
H (-3.95239, 2.56920, -2.23702)  0.1045
H (-5.22871, -0.64629, 0.37714)  0.1163
H (-7.54312, -0.26329, -0.34191)  0.1446
H (-0.42782, 0.78031, -2.34992)  0.0637
H (0.64076, -0.77727, -3.91778)  0.1367
H (-2.43611, -3.67005, -3.12033)  0.1454
H (-3.48641, -2.12786, -1.52660)  0.1210
H (-2.69910, -2.33190, 0.59213)  0.0995
H (-2.47193, -3.12247, 2.87076)  0.1567
H (-2.07982, 0.89519, 4.30250)  0.1150
H (-2.53202, 1.73507, 1.96599)  0.0878
C (5.49951, -3.49436, -3.41105)  -0.1044
C (4.07595, -4.02322, -3.36818)  -0.2551
S (3.21547, -3.38542, -1.92966)  0.7093
O (3.50574, -1.96268, -1.71403)  -0.3268
O (1.80210, -3.69630, -2.10718)  -0.3096
C (3.81891, -4.30861, -0.51064)  -0.1719
C (3.46077, -3.67221, 0.83477)  -0.0656
N (2.24180, -2.79095, 0.78591)  0.0742
C (2.30523, -1.47097, 0.91304)  -0.3325
N (1.13076, -0.90130, 0.60005)  0.0044
C (0.27604, -1.92209, 0.27941)  -0.0485
C (0.94705, -3.08705, 0.45074)  -0.1424
N (0.34283, -4.38869, 0.39572)  -0.3301
O (-0.83443, -4.42063, 0.19619)  0.1332
O (1.06545, -5.33039, 0.61715)  0.1376
C (3.45174, -0.74050, 1.45630)  0.0257
H (5.96673, -3.79435, -4.35561)  0.0992
H (6.15031, -3.85654, -2.63299)  0.0730
H (5.50812, -2.41449, -3.35129)  0.0712
H (3.98860, -5.10529, -3.36163)  0.1210
H (3.46889, -3.55667, -4.15656)  0.1063
H (4.89562, -4.38014, -0.60085)  0.1126
H (3.35146, -5.28329, -0.55481)  0.1087
H (4.24945, -3.00893, 1.17264)  0.1167
H (3.31636, -4.43538, 1.59494)  0.1418
H (-0.71011, -1.79648, -0.11134)  0.0745
H (3.65556, -1.08991, 2.44453)  0.1035
H (3.19234, 0.32233, 1.45851)  0.0609
H (4.33679, -0.92235, 0.84787)  0.1031

Q: Which electronic energy values were calculated for the entries above? A: -69067.2815; -69058.2954; -132245.4078, in eV.